Here is a single C19H28N2O3S2 molecule from the Open Molecules 2025 dataset. Energies are from wB97M-V/def2-TZVPD.

Its spin multiplicity is 1. The SMILES is CSC1(C(=O)N2C[C@H]3CSC[C@@]3(C)C2)CN(C(=O)[C@@H]2CC3(CC3)CO2)C1. The calculation puts the HOMO-LUMO gap at 8.98 eV. As for the electronic energy: -1872.3737 hartree. The calculation puts the molar mass at 396.58 g mol⁻¹. The maximum force is 0.1 eV Å⁻¹.

Last column: Mulliken charge in e.
Atoms and positions in Å:
1 C -2.667 2.772 1.624  -0.83
2 S -2.249 1.024 1.489  -0.03
3 C -0.465 1.153 1.222  2.38
4 C -0.135 1.874 -0.081  -0.56
5 O 0.121 3.065 -0.070  -0.71
6 N -0.094 1.125 -1.216  0.24
7 C -0.772 -0.142 -1.456  -0.58
8 C -1.664 0.104 -2.687  -0.45
9 C -3.121 0.414 -2.328  -1.02
10 S -3.202 2.192 -2.007  -0.21
11 C -2.116 2.461 -3.422  -1.13
12 C -1.045 1.352 -3.405  1.64
13 C -0.588 1.049 -4.828  -1.98
14 C 0.153 1.737 -2.513  -1.73
15 C 0.332 1.718 2.430  -1.19
16 N 1.036 0.444 2.506  0.26
17 C 1.942 0.095 3.447  0.51
18 O 2.288 0.904 4.291  -0.71
19 C 2.588 -1.297 3.407  0.14
20 C 2.959 -1.823 2.012  -1.28
21 C 2.023 -3.003 1.783  1.31
22 C 1.498 -3.359 0.427  -0.90
23 C 2.507 -4.250 1.110  -0.75
24 C 1.128 -3.076 3.009  -0.66
25 O 1.754 -2.288 4.007  -0.47
26 C 0.250 -0.204 1.462  -0.93
27 H -3.740 2.813 1.804  0.42
28 H -2.145 3.226 2.464  0.30
29 H -2.432 3.296 0.701  0.16
30 H -0.029 -0.915 -1.678  0.24
31 H -1.351 -0.454 -0.591  0.48
32 H -1.631 -0.770 -3.340  0.43
33 H -3.781 0.170 -3.162  0.44
34 H -3.462 -0.124 -1.445  0.49
35 H -2.699 2.402 -4.344  0.43
36 H -1.676 3.456 -3.359  0.47
37 H -0.146 1.934 -5.292  0.37
38 H 0.162 0.256 -4.837  0.47
39 H -1.429 0.732 -5.448  0.49
40 H 0.284 2.808 -2.386  0.49
41 H 1.073 1.313 -2.930  0.42
42 H 0.971 2.569 2.203  0.25
43 H -0.278 1.932 3.308  0.40
44 H 3.455 -1.189 4.057  0.45
45 H 2.859 -1.049 1.250  0.34
46 H 3.998 -2.150 2.008  0.46
47 H 0.478 -3.717 0.357  0.24
48 H 1.837 -2.771 -0.417  0.23
49 H 3.518 -4.252 0.725  0.27
50 H 2.158 -5.199 1.493  0.28
51 H 0.122 -2.698 2.794  0.19
52 H 1.030 -4.089 3.402  0.42
53 H -0.429 -0.978 1.825  0.02
54 H 0.825 -0.593 0.623  -0.01